# 1
Density functional theory data (wB97M-V/def2-TZVPD) for a cluster of 7 separate species, C35H44BF6N4O22 in total at a distorted geometry.

XYZ file:
```
112
Properties=species:S:1:pos:R:3
C 3.06212 2.67355 5.45800
C 2.12260 1.70413 4.69053
O 2.49677 0.57530 4.53064
O 0.86090 2.10478 4.14360
C 1.20869 2.59616 2.84383
O 1.41345 3.77554 2.76325
C 1.34334 1.57582 1.68608
C 0.02207 1.30974 0.84282
B -0.36316 -0.26350 1.06602
O -0.64984 -0.64453 2.41400
N -0.46135 -1.24250 -0.03421
C 0.17431 -2.49947 0.52872
C -1.91318 -1.58707 -0.26557
C -1.24958 2.11359 1.28356
C -1.28441 3.58063 0.77544
C -2.71728 4.25678 0.73657
C -3.84610 3.46511 1.44978
C -4.91389 2.93111 0.58770
C -5.99526 2.13136 1.16482
C -6.02041 1.84537 2.59174
C -4.96608 2.40496 3.42711
C -3.87678 3.20134 2.88291
N -0.65858 3.75211 -0.59970
C 0.42892 2.91440 -0.80454
N 1.63853 3.42179 -1.14396
N 0.28368 1.49953 -0.63269
H 4.11499 2.31672 5.28298
H 3.02880 3.73377 5.11000
H 2.92441 2.63299 6.57514
H 2.19932 1.90643 1.03631
H 1.67469 0.60041 2.14821
H -1.60458 -0.85372 2.45420
H -0.44418 -2.98249 1.32513
H 1.11743 -2.14412 1.04522
H 0.43326 -3.19365 -0.30822
H -2.16122 -1.48899 -1.36049
H -2.13761 -2.64524 0.02108
H -2.61846 -0.89132 0.27057
H -2.13303 1.51182 0.91553
H -1.39252 2.15299 2.40011
H -0.64977 4.21832 1.45594
H -2.62883 5.30423 1.14779
H -2.98376 4.40541 -0.34932
H -4.90522 3.11493 -0.50639
H -6.77107 1.71937 0.47831
H -6.83043 1.21140 3.01781
H -4.98028 2.17861 4.51808
H -3.05935 3.60593 3.51731
H -0.31895 4.72013 -0.66598
H 2.07275 3.15327 -2.03175
H 2.08967 4.04554 -0.47313
H 1.20543 1.07389 -0.80011
C 3.68901 0.73094 -5.80113
C 3.84600 2.17089 -5.43054
O 3.42056 2.19690 -4.07433
C 3.71008 0.95584 -3.57569
O 3.74303 0.69258 -2.41236
O 3.95789 0.06737 -4.56377
F 3.02055 2.95502 -6.16058
H 2.67430 0.49460 -6.12937
H 4.38980 0.41652 -6.57280
H 4.86883 2.54827 -5.50027
C -8.87876 4.38380 -1.94668
C -7.39622 4.35895 -2.17779
O -7.11724 2.97947 -2.31338
C -8.25717 2.41763 -2.82187
O -8.30751 1.33883 -3.31026
O -9.32060 3.25750 -2.70168
F -6.72148 4.83252 -1.10052
H -9.14137 4.24246 -0.89560
H -9.34221 5.30244 -2.30373
H -7.07190 4.88885 -3.07686
C 4.46982 -5.37126 0.34994
C 4.08654 -4.04631 -0.23749
O 2.85194 -4.32754 -0.87264
C 2.29170 -5.34673 -0.15929
O 1.14353 -5.66626 -0.23476
O 3.19619 -5.94785 0.65121
F 4.97774 -3.64799 -1.17698
H 4.99863 -6.01273 -0.36400
H 5.07753 -5.26888 1.24868
H 3.94748 -3.24857 0.49763
C 3.53336 -7.14883 -4.26603
C 3.69878 -8.62374 -4.04633
O 4.85383 -8.69445 -3.22906
C 4.87580 -7.53544 -2.51830
O 5.54103 -7.35616 -1.54630
O 4.03772 -6.60604 -3.04754
F 3.94930 -9.26711 -5.21002
H 4.13044 -6.77982 -5.10284
H 2.49427 -6.86320 -4.42341
H 2.85886 -9.10091 -3.53568
C -1.44479 0.48724 -3.92651
C -1.03389 1.20523 -5.17485
O 0.03584 0.41293 -5.65870
C -0.22203 -0.86034 -5.22832
O 0.30798 -1.82886 -5.65896
O -1.16547 -0.87178 -4.24915
F -0.56281 2.44764 -4.89217
H -0.85102 0.78237 -3.05677
H -2.50041 0.62491 -3.69390
H -1.81479 1.27203 -5.93582
C 2.08141 -0.86492 7.28476
C 2.24935 -2.33610 7.52854
O 3.36692 -2.38892 8.39333
C 3.35109 -1.21766 9.09631
O 3.97106 -1.02417 10.08781
O 2.52592 -0.30039 8.51620
F 2.55573 -2.99081 6.38172
H 2.70970 -0.50010 6.47188
H 1.04674 -0.59121 7.07874
H 1.39169 -2.81528 8.00734
```

Computed properties:
frontier orbital gap = 7.64 eV
F_max = 0.07467 hartree/bohr
spin multiplicity = 1
highest occupied orbital energy = -11.527 eV
net charge = +1
lowest unoccupied orbital energy = -3.8874 eV
E = -104988.6979 eV

=====

# 2
Density functional theory data (wB97M-V/def2-TZVPD) for a cluster of 2 separate species, C3H12NS2 in total.

XYZ file:
```
18
Properties=species:S:1:pos:R:3
C 0.07445 0.23819 0.88136
C -1.15730 -0.51615 0.42258
C -2.01904 0.21960 -0.58282
N -0.67546 -1.80668 -0.23723
H 0.70098 -0.39513 1.51700
H 0.67132 0.55473 0.02835
H -0.18564 1.13287 1.43924
H -1.75492 -0.85197 1.26991
H -1.42061 0.56981 -1.42271
H -2.48929 1.07294 -0.10712
H -2.80316 -0.42178 -0.98015
H -0.07031 -2.33479 0.39503
H -1.46459 -2.40113 -0.49538
H -0.14116 -1.60456 -1.08538
S 3.14911 2.64694 0.09696
S 3.68436 0.73766 -0.57216
H 2.63883 2.21596 1.25958
H 3.26243 0.94348 -1.82707
```

Computed properties:
frontier orbital gap = 7.98 eV
F_max = 0.00506 hartree/bohr
energy relative to the best compared isomer or geometry (same formula, charge and spin) = 8.6 kcal per mole
spin multiplicity = 1
highest occupied orbital energy = -11.652 eV
net charge = +1
lowest unoccupied orbital energy = -3.6711 eV
E = -26459.6992 eV

=====

# 3
Density functional theory data (wB97M-V/def2-TZVPD) for a cluster of 2 separate species, C3H7Cl2P in total at a distorted geometry.

XYZ file:
```
13
Properties=species:S:1:pos:R:3
C 1.23497 0.54693 -1.26821
C 0.61432 1.53940 -0.31792
C -0.09812 2.73294 -0.94064
P -1.01154 -2.03591 1.18158
Cl -1.34177 3.25263 0.02169
Cl -2.11304 -1.02506 -0.17597
H 0.60678 0.05713 -2.07228
H 1.65168 -0.30013 -0.80105
H 2.04143 1.00343 -1.84892
H 0.15736 1.07623 0.47603
H 1.26122 2.26692 0.14339
H -2.03488 -2.79762 1.87916
H -0.78470 -3.00860 0.21683
```

Computed properties:
frontier orbital gap = 8.69 eV
F_max = 0.05962 hartree/bohr
energy relative to the best compared isomer or geometry (same formula, charge and spin) = 65.3 kcal per mole
spin multiplicity = 1
highest occupied orbital energy = -8.629 eV
lowest unoccupied orbital energy = 0.0581 eV
E = -37554.4944 eV

=====

# 4
Density functional theory data (wB97M-V/def2-TZVPD) for an isolated molecule of C7H8N2O4S at a distorted geometry.

XYZ file:
```
22
Properties=species:S:1:pos:R:3
C -1.23474 0.36279 0.00670
C -0.50950 1.45013 0.32377
C -0.50035 -2.15808 0.77194
C -2.69857 0.29177 -0.25339
C 0.63198 -2.62950 -0.12773
C 2.01374 0.57421 0.20850
C 0.42933 -1.41090 -0.90890
N -0.64573 -0.96585 0.00830
N 2.85244 1.70933 0.26610
O -3.19239 -0.77322 -0.57962
O -1.04970 -2.65621 1.70151
O -3.48257 1.43431 -0.19041
O -0.98021 2.65620 0.38079
S 1.74887 -0.19479 -1.28504
H 1.57098 -2.49960 0.40145
H 0.45963 -3.55738 -0.74035
H 2.14922 -0.05836 1.11262
H 0.08644 -1.75039 -1.91916
H -0.41452 3.42912 0.64906
H 2.83634 2.22030 -0.60103
H 2.84435 2.29762 1.05508
H -2.91502 2.22846 -0.28021
```

Computed properties:
frontier orbital gap (spin up / spin down) = 6.78 / 7.52 eV
F_max = 0.08359 hartree/bohr
energy relative to the best compared isomer or geometry (same formula, charge and spin) = 37.0 kcal per mole
spin multiplicity = 1
highest occupied orbital energy (spin up / spin down) = -7.742 / -8.242 eV
lowest unoccupied orbital energy (spin up / spin down) = -0.9574 / -0.7253 eV
E = -29389.4846 eV

=====

# 5
Density functional theory data (wB97M-V/def2-TZVPD) for an isolated molecule of C3H8N2OS at a distorted geometry.

XYZ file:
```
15
Properties=species:S:1:pos:R:3
C -1.22765 2.03562 0.09242
N -1.39623 0.60839 -0.05873
C -0.31465 -0.09782 -0.17976
N -0.41192 -1.46539 -0.16069
O -1.67523 -1.97217 0.04099
S 1.27487 0.64656 -0.27204
C 2.25598 -0.74619 0.25357
H -0.28999 2.32009 0.48711
H -1.39603 2.58321 -0.82872
H -1.96539 2.34811 0.79934
H 0.02025 -1.92881 -0.92657
H -2.25931 -1.24922 -0.20592
H 2.09566 -1.53543 -0.46296
H 1.97214 -1.08953 1.24567
H 3.31748 -0.45742 0.17628
```

Computed properties:
frontier orbital gap = 9.55 eV
F_max = 0.05071 hartree/bohr
energy relative to the best compared isomer or geometry (same formula, charge and spin) = 68.7 kcal per mole
spin multiplicity = 1
structure (SMILES) = C/N=C(/NO)SC
highest occupied orbital energy = -8.923 eV
lowest unoccupied orbital energy = 0.6227 eV
E = -19101.5209 eV

=====

# 6
Density functional theory data (wB97M-V/def2-TZVPD) for a cluster of 6 separate species, C8H29NO7 in total at a distorted geometry.

XYZ file:
```
45
Properties=species:S:1:pos:R:3
C -12.02965 -23.40314 -7.01013
O -11.52694 -23.37917 -5.68991
C -11.21501 -22.04043 -5.30307
C -10.53192 -22.10761 -3.95830
N -11.54860 -22.29615 -2.92749
C -11.06329 -22.98167 -1.71185
C -9.82255 -22.36378 -1.11385
O -9.94882 -21.05434 -0.63148
C -8.80102 -20.64108 0.08001
H -11.36493 -23.03833 -7.80454
H -12.89889 -22.73895 -7.07926
H -12.21829 -24.44154 -7.27174
H -12.13228 -21.44084 -5.29680
H -10.57380 -21.56398 -6.05503
H -9.98879 -21.17162 -3.80334
H -9.83685 -22.95591 -3.91260
H -12.31311 -22.84042 -3.30433
H -10.82401 -24.00316 -2.03473
H -11.86692 -23.01429 -0.97682
H -8.96602 -22.51110 -1.78355
H -9.63270 -22.99784 -0.22930
H -9.01229 -19.63040 0.41995
H -7.91329 -20.61920 -0.55784
H -8.64721 -21.30863 0.93296
C -9.52105 -23.72176 -13.27804
C -8.76475 -23.63488 -14.60197
O -9.39550 -24.36064 -15.65258
H -10.58003 -23.55533 -13.47470
H -9.16906 -22.96290 -12.58175
H -9.33596 -24.66071 -12.76090
H -7.73716 -23.99929 -14.55322
H -8.64898 -22.59223 -14.92801
H -10.14494 -23.85346 -15.97335
O -8.46331 -23.75220 -8.40954
H -8.67722 -23.09553 -7.74035
H -9.05209 -23.53867 -9.16043
O -11.96285 -21.58161 -11.64567
H -12.06890 -20.82633 -11.05376
H -12.16143 -21.23928 -12.52463
O -10.33359 -23.39548 -10.41653
H -10.79800 -24.24525 -10.44373
H -10.89437 -22.78508 -10.94602
O -11.81456 -26.07326 -10.38918
H -12.75202 -26.28229 -10.31510
H -11.41291 -26.86513 -10.76472
```

Computed properties:
frontier orbital gap = 8.58 eV
F_max = 0.03052 hartree/bohr
energy relative to the best compared isomer or geometry (same formula, charge and spin) = 6.7 kcal per mole
spin multiplicity = 1
structure (SMILES) = COCCNCCOC.CCO.O.O.O.O
highest occupied orbital energy = -8.460 eV
lowest unoccupied orbital energy = 0.1194 eV
E = -24587.1710 eV

=====

Number 1: M 997.543 g mol⁻¹. Number 2: M 126.270 g mol⁻¹. Number 3: M 144.969 g mol⁻¹. Number 4: M 216.218 g mol⁻¹. Number 5: M 120.177 g mol⁻¹. Number 6: M 251.320 g mol⁻¹.